Entry 1:
{"formula": "C24H49N2O12P2", "method": "wB97M-V/def2-TZVPD", "charge": 1, "relative_energy_kcal_mol": 0.00, "e_homo_ev": -11.42, "symbols": ["C", "C", "O", "O", "C", "C", "C", "C", "C", "N", "C", "C", "C", "C", "O", "O", "C", "N", "H", "H", "H", "H", "H", "H", "H", "H", "H", "H", "H", "H", "H", "H", "H", "H", "H", "H", "H", "O", "P", "O", "C", "C", "O", "C", "C", "O", "C", "C", "H", "H", "H", "H", "H", "H", "H", "H", "H", "H", "H", "H", "H", "H", "H", "O", "P", "O", "C", "C", "O", "C", "C", "O", "C", "C", "H", "H", "H", "H", "H", "H", "H", "H", "H", "H", "H", "H", "H", "H", "H"], "xyz": [[2.34, 0.31, 0.17], [2.86, 0.22, -1.26], [2.84, -0.85, -1.81], [3.33, 1.33, -1.95], [2.30, 1.94, -2.74], [1.91, 3.26, -2.01], [1.04, 4.19, -2.89], [-0.46, 4.06, -2.65], [-1.00, 3.84, -1.41], [-2.37, 3.83, -1.64], [-3.23, 3.59, -0.45], [-4.71, 3.25, -0.77], [-4.92, 1.71, -0.72], [-4.35, 0.97, -1.93], [-3.96, -0.17, -1.81], [-4.30, 1.56, -3.17], [-2.66, 4.02, -2.90], [-1.49, 4.16, -3.55], [1.43, -0.31, 0.26], [3.11, -0.14, 0.81], [2.15, 1.33, 0.52], [1.40, 1.29, -2.79], [2.64, 2.15, -3.76], [1.44, 2.96, -1.06], [2.83, 3.80, -1.74], [1.30, 5.24, -2.68], [1.29, 4.03, -3.95], [-0.49, 3.72, -0.47], [-3.12, 4.47, 0.21], [-2.79, 2.74, 0.10], [-5.01, 3.71, -1.71], [-5.31, 3.66, 0.06], [-5.99, 1.50, -0.69], [-4.42, 1.29, 0.16], [-4.42, 0.83, -3.80], [-3.66, 4.02, -3.30], [-1.39, 4.32, -4.54], [-4.95, -5.04, 0.13], [-5.04, -5.49, -1.30], [-4.03, -6.78, -1.30], [-4.40, -7.95, -0.56], [-5.49, -8.73, -1.27], [-4.06, -4.33, -1.95], [-4.07, -3.00, -1.43], [-2.80, -2.75, -0.66], [-5.67, -5.83, -2.78], [-5.02, -5.60, -4.03], [-3.84, -6.51, -4.29], [-4.72, -7.67, 0.45], [-3.51, -8.56, -0.47], [-6.42, -8.16, -1.32], [-5.70, -9.66, -0.74], [-5.20, -8.97, -2.29], [-4.95, -2.83, -0.81], [-4.14, -2.32, -2.27], [-2.65, -3.50, 0.12], [-2.81, -1.76, -0.19], [-1.93, -2.80, -1.32], [-4.75, -4.56, -4.15], [-5.78, -5.80, -4.79], [-2.99, -6.26, -3.65], [-3.52, -6.42, -5.33], [-4.10, -7.55, -4.09], [4.65, 2.09, 2.33], [5.12, 1.65, 3.69], [4.84, 3.06, 4.51], [3.50, 3.48, 4.73], [2.82, 2.66, 5.81], [6.73, 1.79, 3.40], [7.28, 1.40, 2.14], [7.68, 2.63, 1.35], [5.40, 0.83, 5.09], [6.60, 0.93, 5.88], [6.78, 2.25, 6.58], [2.94, 3.43, 3.79], [3.54, 4.52, 5.03], [2.72, 1.61, 5.50], [1.83, 3.05, 6.02], [3.41, 2.66, 6.72], [6.57, 0.79, 1.57], [8.16, 0.78, 2.34], [6.85, 3.32, 1.24], [8.04, 2.35, 0.35], [8.48, 3.16, 1.87], [7.48, 0.66, 5.29], [6.50, 0.15, 6.63], [7.03, 3.05, 5.88], [7.59, 2.18, 7.30], [5.87, 2.55, 7.10]], "lowdin_charge": [0.022, -0.490, 0.134, -0.031, -0.174, -0.148, -0.103, -0.179, 0.045, -0.034, -0.087, -0.138, -0.073, -0.465, 0.111, 0.081, -0.030, 0.175, 0.090, 0.089, 0.067, 0.137, 0.131, 0.091, 0.131, 0.130, 0.123, 0.149, 0.141, 0.136, 0.107, 0.126, 0.142, 0.132, 0.136, 0.157, 0.188, -0.213, 0.628, -0.218, -0.281, -0.078, -0.245, -0.302, -0.077, -0.228, -0.271, -0.071, 0.109, 0.120, 0.072, 0.080, 0.073, 0.107, 0.086, 0.078, 0.056, 0.080, 0.108, 0.120, 0.074, 0.083, 0.074, -0.224, 0.646, -0.226, -0.292, -0.079, -0.243, -0.284, -0.074, -0.233, -0.260, -0.070, 0.101, 0.119, 0.071, 0.077, 0.074, 0.102, 0.118, 0.072, 0.078, 0.078, 0.113, 0.121, 0.074, 0.086, 0.072]}



Entry 2:
{"formula": "C6H10", "method": "wB97M-V/def2-TZVPD", "relative_energy_kcal_mol": 68.94, "smiles": "C1C[C@H]2C[C@@H]2C1", "e_homo_ev": -8.43, "symbols": ["C", "C", "C", "C", "C", "C", "H", "H", "H", "H", "H", "H", "H", "H", "H", "H"], "xyz": [[-0.05, -1.57, -0.35], [-0.12, -0.33, -1.38], [0.47, 0.74, -0.51], [0.11, 1.83, 0.45], [-0.42, 0.49, 0.73], [0.03, -0.87, 1.09], [-0.99, -2.23, -0.33], [0.82, -2.19, -0.60], [-1.13, -0.14, -1.77], [0.52, -0.58, -2.25], [1.48, 0.35, -0.26], [-0.75, 2.50, 0.29], [0.88, 2.35, 0.97], [-1.43, 0.48, 0.36], [1.02, -0.86, 1.54], [-0.56, -1.41, 1.86]], "nbo_charge": [-0.412, -0.396, -0.246, -0.357, -0.234, -0.407, 0.207, 0.209, 0.208, 0.205, 0.185, 0.218, 0.224, 0.185, 0.205, 0.207]}



Entry 3:
{"formula": "C26H31N2O7PSTeV", "method": "wB97M-V/def2-TZVPD", "charge": 1, "relative_energy_kcal_mol": 0.57, "e_homo_ev": -10.11, "symbols": ["V", "O", "C", "C", "C", "C", "C", "C", "C", "O", "N", "N", "C", "C", "C", "C", "C", "C", "C", "O", "H", "H", "H", "H", "H", "H", "H", "H", "H", "H", "C", "S", "C", "O", "H", "H", "H", "H", "H", "H", "C", "C", "C", "C", "C", "C", "H", "H", "H", "H", "H", "C", "C", "O", "P", "O", "Te", "O", "C", "C", "H", "H", "H", "H", "H", "H", "H", "H", "H", "H"], "xyz": [[0.46, -0.13, -0.60], [-1.63, -0.64, 3.19], [-1.75, 0.67, 3.46], [-2.50, 0.98, 4.60], [-2.71, 2.29, 4.96], [-2.19, 3.34, 4.19], [-1.46, 3.04, 3.07], [-1.22, 1.71, 2.68], [-0.44, 1.49, 1.46], [-0.10, 0.24, 1.13], [-0.06, 2.47, 0.70], [0.66, 1.94, -0.33], [1.42, 2.73, -1.00], [2.44, 2.22, -1.87], [3.14, 3.06, -2.76], [4.21, 2.58, -3.47], [4.64, 1.26, -3.28], [4.00, 0.42, -2.39], [2.89, 0.89, -1.70], [2.25, 0.10, -0.85], [-1.10, -0.81, 2.39], [-2.90, 0.16, 5.18], [-3.29, 2.51, 5.84], [-2.36, 4.37, 4.48], [-1.04, 3.83, 2.46], [1.34, 3.80, -0.81], [2.82, 4.09, -2.86], [4.74, 3.22, -4.16], [5.50, 0.89, -3.83], [4.33, -0.60, -2.23], [-1.40, -0.47, -4.32], [-0.15, 0.66, -3.74], [1.08, 0.44, -5.01], [0.55, -0.08, -2.57], [-1.75, -0.09, -5.28], [-2.22, -0.47, -3.60], [-0.97, -1.46, -4.43], [0.69, 0.83, -5.95], [1.33, -0.61, -5.10], [1.95, 1.02, -4.70], [-4.22, 0.62, -1.61], [-3.36, 1.69, -1.77], [-2.00, 1.55, -1.48], [-1.51, 0.33, -1.04], [-2.38, -0.75, -0.85], [-3.73, -0.59, -1.14], [-5.27, 0.73, -1.83], [-3.74, 2.64, -2.11], [-1.36, 2.41, -1.60], [-2.02, -1.70, -0.48], [-4.40, -1.43, -0.99], [4.02, -2.00, 2.65], [2.55, -2.35, 2.76], [1.90, -1.94, 1.53], [0.80, -2.86, 0.87], [0.34, -1.87, -0.32], [1.46, -4.96, 0.21], [-0.48, -2.75, 1.80], [-1.03, -3.79, 2.65], [-2.51, -3.90, 2.38], [4.52, -2.26, 3.59], [4.15, -0.94, 2.47], [4.48, -2.57, 1.84], [2.06, -1.81, 3.57], [2.41, -3.42, 2.90], [-0.82, -3.48, 3.67], [-0.50, -4.72, 2.44], [-3.00, -2.95, 2.55], [-2.94, -4.64, 3.05], [-2.68, -4.22, 1.35]], "nbo_charge": [1.385, -0.689, 0.442, -0.295, -0.141, -0.253, -0.122, -0.263, 0.589, -0.607, -0.348, -0.252, 0.163, -0.227, -0.149, -0.234, -0.157, -0.268, 0.429, -0.553, 0.513, 0.232, 0.225, 0.226, 0.233, 0.227, 0.228, 0.235, 0.234, 0.246, -0.809, 1.286, -0.799, -0.881, 0.255, 0.274, 0.256, 0.254, 0.255, 0.265, -0.197, -0.206, -0.276, -0.156, -0.205, -0.218, 0.230, 0.228, 0.225, 0.234, 0.230, -0.627, -0.063, -0.853, 1.922, -0.885, -0.357, -0.872, -0.060, -0.635, 0.227, 0.216, 0.224, 0.192, 0.200, 0.196, 0.211, 0.225, 0.229, 0.214]}



Entry 4:
{"formula": "C27H48ClMoO2P", "method": "wB97M-V/def2-TZVPD", "multiplicity": 3, "e_homo_ev": [-8.10, -8.01], "symbols": ["Mo", "P", "Cl", "C", "H", "H", "C", "C", "C", "H", "C", "H", "H", "C", "H", "H", "C", "H", "H", "C", "H", "H", "H", "H", "C", "C", "H", "C", "H", "H", "C", "H", "H", "C", "H", "H", "C", "H", "H", "H", "H", "C", "H", "C", "H", "H", "C", "H", "H", "C", "H", "H", "C", "H", "H", "H", "H", "C", "C", "H", "C", "H", "C", "H", "H", "C", "H", "H", "C", "H", "H", "H", "H", "C", "C", "O", "O", "H", "H", "H"], "xyz": [[-0.07, -0.09, 1.74], [0.10, 0.53, -0.52], [1.32, 1.85, 2.24], [-1.86, 0.60, 1.86], [-2.85, 0.15, 1.65], [-1.94, 1.67, 2.16], [1.94, 0.76, -0.73], [-0.74, 2.18, -0.67], [2.46, 0.84, -2.18], [2.11, 1.74, -0.25], [3.95, 1.20, -2.15], [2.32, -0.13, -2.68], [1.91, 1.59, -2.77], [4.77, 0.23, -1.30], [4.33, 1.23, -3.17], [4.05, 2.22, -1.74], [4.21, 0.06, 0.12], [4.78, -0.76, -1.78], [5.81, 0.56, -1.24], [2.70, -0.28, 0.09], [4.74, -0.72, 0.66], [4.33, 1.00, 0.69], [2.56, -1.28, -0.35], [2.35, -0.31, 1.14], [-0.57, -0.58, -1.86], [-2.25, 2.03, -0.89], [-0.58, 2.62, 0.33], [-2.94, 3.40, -0.81], [-2.44, 1.57, -1.88], [-2.69, 1.35, -0.15], [-2.32, 4.41, -1.79], [-4.01, 3.28, -1.01], [-2.84, 3.78, 0.21], [-0.80, 4.50, -1.64], [-2.58, 4.12, -2.82], [-2.77, 5.39, -1.62], [-0.11, 3.13, -1.70], [-0.39, 5.15, -2.43], [-0.56, 4.97, -0.68], [-0.21, 2.71, -2.71], [0.96, 3.26, -1.51], [0.14, -1.94, -1.91], [-1.61, -0.75, -1.51], [-0.60, -2.89, -2.85], [1.18, -1.81, -2.24], [0.19, -2.39, -0.91], [-0.78, -2.29, -4.25], [-0.07, -3.84, -2.90], [-1.59, -3.10, -2.42], [-1.39, -0.88, -4.20], [0.19, -2.24, -4.75], [-1.42, -2.95, -4.85], [-0.64, 0.05, -3.25], [-1.41, -0.44, -5.20], [-2.43, -0.96, -3.86], [0.37, 0.24, -3.63], [-1.14, 1.03, -3.22], [0.23, -2.23, 1.67], [-1.20, -1.89, 1.42], [0.78, -2.49, 0.75], [-2.27, -2.39, 2.36], [-1.50, -1.88, 0.37], [-1.75, -2.82, 3.74], [-3.06, -1.63, 2.47], [-2.76, -3.27, 1.92], [-0.57, -3.78, 3.61], [-1.43, -1.93, 4.31], [-2.56, -3.29, 4.32], [0.60, -3.18, 2.80], [-0.23, -4.11, 4.59], [-0.93, -4.69, 3.10], [1.34, -2.71, 3.47], [1.13, -4.03, 2.34], [-0.07, 0.14, 6.48], [-0.26, 0.40, 5.00], [-0.87, 1.42, 4.61], [0.26, -0.57, 4.31], [-0.44, 0.96, 7.08], [1.00, -0.03, 6.65], [-0.58, -0.79, 6.73]], "lowdin_spin": [1.545, 0.037, 0.093, -0.160, 0.006, 0.003, 0.003, 0.003, 0.000, 0.000, 0.000, 0.000, 0.000, 0.000, 0.000, 0.000, 0.001, 0.000, 0.000, 0.005, 0.000, 0.000, 0.000, 0.003, 0.011, -0.007, 0.000, 0.000, 0.000, -0.004, 0.000, 0.000, 0.000, 0.000, 0.000, 0.000, 0.001, 0.000, 0.000, 0.000, 0.000, 0.001, 0.000, 0.000, 0.000, 0.001, 0.000, 0.000, 0.000, 0.001, 0.000, 0.000, 0.001, 0.000, 0.000, 0.000, 0.000, 0.108, 0.233, 0.025, 0.027, 0.030, 0.002, 0.003, 0.011, 0.001, 0.001, 0.000, 0.014, 0.000, 0.001, 0.001, 0.005, -0.001, 0.000, -0.001, -0.003, 0.000, 0.000, 0.000]}



Entry 5:
{"formula": "CsH4O2", "method": "wB97M-V/def2-TZVPD", "charge": 1, "relative_energy_kcal_mol": 162.79, "e_homo_ev": -14.76, "symbols": ["Cs", "O", "H", "H", "O", "H", "H"], "xyz": [[16.28, -26.58, 14.81], [17.53, -25.25, 13.98], [18.10, -24.93, 13.28], [17.47, -24.51, 14.59], [17.50, -27.32, 16.25], [17.39, -28.26, 16.39], [17.28, -26.92, 17.10]], "lowdin_charge": [1.935, -0.618, 0.092, 0.045, -0.577, 0.063, 0.061]}



Calculated values (Eh) of DFT total energy for the records, taken in order: -2638.770233; -234.492645; -3596.994932; -2077.775326; -172.577002.